C33H63ClN11O20 | ωB97M-V/def2-TZVPD

Structure (XYZ):
```
128
Properties=species:S:1:pos:R:3
C 0.54335 2.01685 -2.29985
C -0.56430 1.82188 -1.92538
C -1.87510 1.32198 -1.31490
N -1.88481 -0.15816 -1.12361
N -1.36833 -0.57140 0.01684
C -1.32111 -1.86893 0.19528
Cl -0.57993 -2.34688 1.76829
C -1.75645 -3.00162 -0.65172
C -1.58715 -4.50300 -0.31123
C -0.19147 -4.96482 -0.94395
C 1.06866 -4.53391 -0.09833
C 1.70688 -3.20236 -0.69842
C 2.65657 -2.44174 0.30358
C 2.35962 -0.89379 0.42697
C 3.67857 -0.00184 0.54565
O 3.72160 1.06297 -0.40972
C 3.32488 2.31177 0.15414
C -2.37838 -2.51475 -1.92063
C -2.91494 -3.49587 -3.00003
C -4.50601 -3.50922 -3.03713
C -5.14750 -3.38569 -1.59237
C -5.51802 -1.92196 -1.17709
O -6.67635 -1.89904 -0.27775
C -6.42052 -0.83992 0.61242
C -6.78911 0.64252 0.31950
O -5.90316 -1.08295 1.66185
C -2.37157 -1.05865 -2.01682
C -2.97465 -0.46187 -3.34435
C -1.76516 -0.05902 -4.26547
O -0.68061 -0.51595 -3.96777
N -1.92505 0.75132 -5.42271
C -3.00104 1.77858 -5.21999
C -0.68584 1.54310 -5.67433
H 1.59659 2.23007 -2.56188
H -2.78696 1.70173 -1.82532
H -1.90271 1.74684 -0.27189
H -2.43608 -5.06993 -0.75911
H -1.50826 -4.62788 0.79827
H -0.25454 -6.08526 -1.05089
H -0.03410 -4.57612 -1.98771
H 0.86757 -4.46772 1.00350
H 1.83369 -5.34634 -0.22219
H 0.90795 -2.55908 -1.15232
H 2.35341 -3.55610 -1.55410
H 2.48017 -2.89959 1.32125
H 3.74355 -2.57261 0.04278
H 1.67213 -0.50755 -0.37734
H 1.81018 -0.70984 1.39528
H 4.58912 -0.63766 0.36593
H 3.77066 0.36796 1.60786
H 3.60886 2.45481 1.22610
H 2.22840 2.53881 0.03235
H 3.86865 3.11698 -0.42145
H -2.57902 -3.18533 -4.02920
H -2.55568 -4.51533 -2.72993
H -4.93976 -2.69969 -3.67430
H -4.80671 -4.48834 -3.49672
H -6.11850 -3.96078 -1.63803
H -4.53280 -3.92240 -0.81568
H -4.66028 -1.53039 -0.55306
H -5.76688 -1.24760 -2.03797
H -7.48789 0.78700 -0.54333
H -7.20951 1.17021 1.21184
H -5.83330 1.18865 0.06852
H -3.56783 -1.22345 -3.91443
H -3.69423 0.37642 -3.13633
H -2.98685 2.41054 -6.14968
H -3.99639 1.27256 -5.16588
H -2.81521 2.44757 -4.33902
H -0.54661 2.22779 -4.79507
H -0.77156 2.21683 -6.56940
H 0.20972 0.89415 -5.85906
C 0.01583 1.22908 3.58769
N 1.49226 1.30990 3.42951
O 2.14656 0.32518 3.73205
O 1.94658 2.35614 3.00698
H -0.24129 0.24475 3.97015
H -0.28345 2.00530 4.28956
H -0.42866 1.39077 2.60734
C 2.21161 -1.73089 7.13770
N 0.98751 -0.90906 6.94524
O 0.81461 0.02769 7.69918
O 0.24096 -1.23649 6.03799
H 2.77610 -1.32575 7.97268
H 1.89477 -2.74544 7.34448
H 2.79020 -1.67625 6.21735
C 3.00869 -5.03094 4.80958
N 3.60821 -4.75470 6.14301
O 2.84532 -4.49752 7.05928
O 4.81776 -4.80529 6.22112
H 1.92793 -4.95057 4.88945
H 3.40139 -4.29160 4.11437
H 3.30135 -6.03809 4.52109
C -2.35030 -1.23171 -8.35150
N -3.81118 -1.48981 -8.24998
O -4.46881 -1.40559 -9.26456
O -4.24372 -1.76954 -7.14087
H -2.10359 -0.99686 -9.38295
H -2.12321 -0.39112 -7.69842
H -1.83466 -2.13344 -8.02830
C -0.43847 4.92542 6.93157
N -0.80756 4.50243 5.55459
O -1.33774 3.41020 5.42306
O -0.55391 5.27649 4.65326
H -0.72205 4.14019 7.62634
H 0.63533 5.08447 6.94853
H -0.97725 5.84551 7.14762
C 4.56561 5.29387 8.22499
N 3.09072 5.12211 8.13375
O 2.39385 6.07066 8.44407
O 2.68533 4.03907 7.75295
H 4.77863 6.29976 8.57509
H 4.93888 4.55259 8.92805
H 4.97603 5.13549 7.23011
C 3.65114 1.94146 -7.62767
N 2.16912 1.82741 -7.69655
O 1.51417 2.80577 -7.38464
O 1.71558 0.75883 -8.06154
H 3.90886 2.94106 -7.28978
H 4.00526 1.19181 -6.92337
H 4.04052 1.75875 -8.62672
C 4.96345 6.07555 0.82498
N 5.83158 4.86751 0.79389
O 6.20513 4.42078 1.86129
O 6.10309 4.41503 -0.30263
H 4.80571 6.36540 1.85981
H 5.47700 6.86263 0.27728
H 4.02065 5.81411 0.34911
```

Computed properties:
* charge: +1
* 2S+1: 1
* DFT total energy: -105072.0294 eV

Results of the Löwdin charge analysis, in e, for atoms 1 through 8: number 1, C, carries 0.12; number 2, C, carries -0.08; number 3, C, carries -0.07; number 4, N, carries -0.04; number 5, N, carries 0.13; number 6, C, carries -0.51; number 7, Cl, carries 0.77; number 8, C, carries -0.08